# 1
# C26H38BEuI2N12O3

C26H38BEuI2N12O3 as an isolated structure at a distorted geometry (ωB97M-V/def2-TZVPD, the OMol25 dataset).

Cartesian coordinates (Å):
Eu (0.32, 0.81, -0.12)
C (-2.32, -4.50, -0.45)
C (-1.07, -3.93, -0.29)
N (-1.21, -2.61, -0.22)
N (-2.51, -2.28, -0.38)
C (-3.19, -3.43, -0.49)
B (-3.11, -0.82, -0.22)
N (-2.73, 0.10, -1.41)
C (-3.52, 0.93, -2.11)
C (-2.74, 1.67, -2.97)
C (-1.45, 1.23, -2.71)
N (-1.44, 0.29, -1.76)
N (-2.49, -0.17, 1.06)
C (-2.83, -0.42, 2.34)
C (-2.38, 0.62, 3.13)
C (-1.74, 1.47, 2.24)
N (-1.80, 1.01, 0.99)
N (-4.62, -0.97, -0.18)
C (-5.46, -1.30, -1.21)
C (-6.70, -1.51, -0.69)
C (-6.54, -1.30, 0.69)
N (-5.29, -0.98, 1.00)
H (-2.56, -5.55, -0.53)
H (-0.09, -4.39, -0.21)
H (-4.27, -3.43, -0.58)
H (-4.58, 0.96, -1.95)
H (-3.06, 2.43, -3.67)
H (-0.53, 1.52, -3.21)
H (-3.40, -1.29, 2.61)
H (-2.52, 0.74, 4.19)
H (-1.25, 2.42, 2.45)
H (-5.11, -1.39, -2.23)
H (-7.60, -1.78, -1.22)
H (-7.28, -1.36, 1.47)
N (1.11, -1.39, -0.24)
C (1.62, -2.09, -1.43)
C (1.68, -1.16, -2.64)
C (2.89, -0.21, -2.63)
C (2.54, 1.22, -3.01)
N (2.00, 1.95, -1.82)
H (1.47, -1.85, 0.58)
H (-0.40, -1.91, -0.25)
H (1.00, -2.96, -1.70)
H (2.62, -2.50, -1.25)
H (0.74, -0.59, -2.66)
H (1.69, -1.75, -3.55)
H (3.65, -0.59, -3.31)
H (3.35, -0.20, -1.63)
H (1.78, 1.22, -3.79)
H (3.41, 1.74, -3.40)
H (1.70, 2.87, -2.13)
H (2.81, 2.15, -1.23)
C (0.65, -1.33, 3.87)
C (1.39, -0.23, 3.18)
C (2.66, 0.26, 3.79)
O (0.95, 0.24, 2.14)
H (1.25, -1.81, 4.64)
H (0.32, -2.07, 3.14)
H (-0.25, -0.91, 4.33)
H (3.39, -0.56, 3.74)
H (2.50, 0.47, 4.85)
H (3.05, 1.13, 3.28)
O (-3.08, 5.08, -3.94)
C (-2.57, 6.20, -3.23)
N (-1.51, 5.67, -2.40)
C (-1.28, 6.12, -1.14)
O (-1.84, 7.06, -0.63)
C (-0.24, 5.35, -0.37)
C (0.67, 6.01, 0.45)
C (1.54, 5.27, 1.23)
C (1.46, 3.89, 1.19)
N (0.57, 3.24, 0.42)
C (-0.25, 3.97, -0.34)
H (-3.65, 5.39, -4.64)
H (-3.30, 6.66, -2.58)
H (-2.19, 6.95, -3.92)
H (-0.92, 4.99, -2.83)
H (0.67, 7.10, 0.48)
H (2.26, 5.75, 1.87)
H (2.11, 3.27, 1.80)
H (-0.99, 3.43, -0.92)
I (3.01, -3.83, 2.15)
I (4.73, -5.62, 3.33)

HOMO level (spin up / spin down): -11.95 / -13.42 eV
spin multiplicity: 7
orbital gap (spin up / spin down): 6.275 / 5.707 eV
charge: +2
energy above the lowest of the compared OMol25 structures with the same formula, charge and spin: 126.79 kcal per mole



# 2
# C26H38Br48N3O4S4

C26H38Br48N3O4S4 as an isolated structure at a distorted geometry (ωB97M-V/def2-TZVPD, the OMol25 dataset).

Cartesian coordinates (Å):
C (-5.40, 6.19, -1.32)
C (-4.97, 4.68, -1.24)
N (-5.47, 4.07, 0.00)
S (-5.51, 2.38, -0.06)
O (-5.88, 1.86, -1.40)
O (-6.58, 1.99, 0.92)
N (-4.00, 1.93, 0.51)
S (-3.50, 0.47, -0.15)
O (-2.86, 0.58, -1.49)
O (-4.56, -0.59, -0.18)
C (-2.31, -0.13, 1.12)
C (-1.23, 0.93, 1.51)
C (-0.05, 1.01, 0.51)
S (0.51, -0.63, -0.09)
C (1.35, -0.47, -1.71)
S (2.99, -0.21, -1.72)
N (0.66, -0.59, -2.95)
C (0.01, -1.91, -3.08)
C (-1.38, -2.01, -2.39)
C (-0.26, 0.53, -3.21)
C (0.61, 1.79, -3.58)
H (-6.30, 6.25, -1.97)
H (-4.61, 6.80, -1.81)
H (-5.68, 6.61, -0.34)
H (-5.38, 4.19, -2.14)
H (-3.86, 4.63, -1.29)
H (-6.35, 4.46, 0.31)
H (-2.93, -0.29, 2.03)
H (-1.92, -1.12, 0.84)
H (-1.74, 1.92, 1.48)
H (-0.94, 0.77, 2.56)
H (-0.23, 1.71, -0.33)
H (0.82, 1.46, 1.06)
H (-0.16, -2.07, -4.17)
H (0.66, -2.75, -2.77)
H (-1.36, -1.87, -1.30)
H (-2.14, -1.32, -2.80)
H (-1.77, -3.04, -2.56)
H (-0.97, 0.32, -4.03)
H (-0.81, 0.80, -2.28)
H (0.13, 2.42, -4.35)
H (1.59, 1.49, -4.00)
H (0.84, 2.41, -2.69)
C (-0.60, -6.15, -4.28)
Br (-1.94, -4.84, -4.77)
Br (0.01, -7.15, -5.82)
Br (0.88, -5.36, -3.31)
H (-1.07, -6.85, -3.61)
C (-3.35, 9.87, -1.71)
Br (-4.76, 9.36, -0.49)
Br (-1.69, 10.22, -0.77)
Br (-3.11, 8.57, -3.12)
H (-3.65, 10.80, -2.17)
C (1.99, -3.71, 1.83)
Br (3.85, -3.46, 1.36)
Br (0.95, -4.32, 0.32)
Br (1.79, -4.87, 3.37)
H (1.61, -2.74, 2.11)
C (-0.52, -10.60, -2.91)
Br (-1.89, -9.32, -3.41)
Br (0.13, -11.57, -4.45)
Br (0.91, -9.75, -1.93)
H (-0.99, -11.32, -2.25)
C (4.18, -3.80, 6.14)
Br (2.91, -2.36, 6.33)
Br (5.32, -3.57, 4.60)
Br (5.19, -4.10, 7.76)
H (3.60, -4.70, 5.98)
C (-0.36, -7.76, 1.60)
Br (-1.16, -9.10, 2.74)
Br (1.49, -8.16, 1.22)
Br (-1.39, -7.47, -0.01)
H (-0.37, -6.83, 2.16)
C (-1.22, -9.49, 7.17)
Br (-1.69, -8.98, 8.97)
Br (-2.77, -9.98, 6.13)
Br (-0.17, -8.13, 6.29)
H (-0.59, -10.38, 7.24)
C (2.21, 11.43, 0.28)
Br (3.90, 11.68, 1.21)
Br (0.70, 11.71, 1.46)
Br (2.10, 12.54, -1.30)
H (2.18, 10.40, -0.05)
C (-6.05, -3.49, -4.58)
Br (-5.75, -5.39, -4.33)
Br (-5.24, -2.44, -3.18)
Br (-5.48, -2.91, -6.34)
H (-7.12, -3.33, -4.52)
C (5.15, -8.37, 6.43)
Br (4.96, -10.27, 6.14)
Br (3.69, -7.38, 5.64)
Br (5.38, -7.95, 8.31)
H (6.06, -8.06, 5.93)
C (2.38, 12.99, -5.35)
Br (2.57, 14.56, -6.46)
Br (0.85, 11.92, -5.86)
Br (4.01, 11.94, -5.30)
H (2.20, 13.33, -4.34)
C (2.34, -10.70, 8.91)
Br (1.45, -11.53, 7.41)
Br (1.85, -8.84, 9.09)
Br (2.03, -11.68, 10.55)
H (3.40, -10.74, 8.71)
C (-1.13, -3.72, 7.89)
Br (-1.19, -2.25, 6.64)
Br (-2.57, -4.97, 7.60)
Br (0.60, -4.60, 7.88)
H (-1.26, -3.30, 8.88)
C (-2.09, -1.95, -8.53)
Br (-2.01, -3.87, -8.71)
Br (-3.69, -1.22, -9.34)
Br (-1.90, -1.39, -6.69)
H (-1.24, -1.54, -9.07)
C (7.15, 11.30, 3.65)
Br (7.92, 13.00, 4.13)
Br (8.50, 10.06, 3.02)
Br (6.10, 10.54, 5.09)
H (6.48, 11.47, 2.82)
C (8.10, 13.11, -6.34)
Br (7.91, 11.23, -6.76)
Br (6.74, 14.18, -7.20)
Br (8.15, 13.43, -4.43)
H (9.06, 13.43, -6.74)

HOMO level: -5.78 eV
orbital gap: 6.272 eV
charge: -1



# 3
# C26H38BrF3N3O4PSSi2Ti

C26H38BrF3N3O4PSSi2Ti as an isolated structure at a distorted geometry (ωB97M-V/def2-TZVPD, the OMol25 dataset).

Cartesian coordinates (Å):
Ti (0.11, 0.04, -0.46)
O (6.06, 1.17, -2.21)
C (4.80, 0.98, -1.74)
C (4.50, 0.14, -0.67)
C (3.18, 0.00, -0.30)
N (2.16, 0.65, -0.90)
C (2.49, 1.46, -1.90)
Br (1.10, 2.45, -2.68)
C (3.77, 1.67, -2.37)
H (6.69, 0.65, -1.69)
H (5.27, -0.40, -0.14)
H (2.91, -0.62, 0.54)
H (3.95, 2.34, -3.19)
C (-0.04, 4.69, 0.47)
Si (0.41, 3.17, 1.48)
C (2.27, 2.91, 1.34)
C (0.25, 3.67, 3.29)
C (-0.61, 1.68, 1.03)
C (-0.27, 0.66, 2.03)
C (-0.67, 0.65, 3.39)
C (-0.28, -0.36, 4.24)
C (0.54, -1.39, 3.77)
C (0.89, -1.35, 2.44)
N (0.50, -0.39, 1.59)
Si (-2.41, 2.15, 0.95)
C (-2.94, 3.57, 2.08)
C (-3.57, 0.76, 1.47)
C (-2.89, 2.67, -0.78)
H (0.35, 5.56, 0.99)
H (-1.10, 4.83, 0.35)
H (0.41, 4.66, -0.52)
H (2.75, 3.56, 2.07)
H (2.69, 3.14, 0.37)
H (2.54, 1.88, 1.60)
H (0.75, 4.63, 3.41)
H (0.77, 2.95, 3.93)
H (-0.77, 3.78, 3.67)
H (-1.30, 1.46, 3.73)
H (-0.61, -0.36, 5.27)
H (0.88, -2.19, 4.40)
H (1.51, -2.13, 2.00)
H (-2.89, 3.30, 3.14)
H (-3.99, 3.77, 1.85)
H (-2.39, 4.50, 1.95)
H (-3.14, 0.06, 2.18)
H (-3.92, 0.18, 0.61)
H (-4.45, 1.20, 1.94)
H (-2.92, 1.82, -1.46)
H (-3.87, 3.15, -0.75)
H (-2.18, 3.39, -1.19)
F (-4.21, -3.49, -3.57)
C (-3.80, -2.24, -3.26)
F (-4.91, -1.47, -3.33)
F (-2.99, -1.85, -4.25)
C (-3.17, -2.18, -1.89)
C (-3.67, -3.02, -0.91)
C (-3.14, -3.03, 0.38)
C (-2.11, -2.15, 0.62)
N (-1.64, -1.30, -0.30)
C (-2.12, -1.29, -1.58)
S (-1.27, -0.19, -2.60)
H (-4.48, -3.69, -1.16)
H (-3.51, -3.67, 1.15)
H (-1.64, -2.08, 1.60)
C (2.69, -3.85, -0.07)
O (2.63, -3.24, -1.35)
P (1.30, -2.37, -1.76)
O (0.30, -3.44, -2.46)
C (-0.21, -4.47, -1.62)
O (1.89, -1.65, -3.06)
C (2.36, -2.34, -4.21)
H (2.85, -4.92, -0.19)
H (1.76, -3.70, 0.49)
H (3.52, -3.42, 0.50)
H (-1.04, -4.94, -2.16)
H (-0.59, -4.06, -0.68)
H (0.56, -5.22, -1.43)
H (1.97, -3.36, -4.24)
H (3.45, -2.37, -4.19)
H (2.02, -1.80, -5.08)

HOMO level (spin up / spin down): -5.73 / -7.56 eV
spin multiplicity: 3
orbital gap (spin up / spin down): 5.816 / 7.648 eV
energy above the lowest of the compared OMol25 structures with the same formula, charge and spin: 0.00 kcal per mole



# 4
# C26H38BrNOP2Tc

C26H38BrNOP2Tc as an isolated structure at a distorted geometry (ωB97M-V/def2-TZVPD, the OMol25 dataset).

Cartesian coordinates (Å):
C (3.43, 5.38, -0.12)
C (2.20, 4.71, -0.20)
C (1.80, 4.18, -1.46)
C (2.69, 4.28, -2.53)
N (3.88, 4.87, -2.41)
C (4.26, 5.41, -1.25)
C (1.43, 4.50, 0.99)
C (0.53, 4.04, 1.70)
C (-0.64, 3.69, 2.29)
C (-0.59, 2.99, 3.53)
C (-1.10, 1.70, 3.49)
C (-1.69, 1.31, 2.27)
C (-2.23, 2.23, 1.33)
C (-1.73, 3.52, 1.40)
Tc (-1.47, -0.56, 1.59)
P (0.71, -0.57, 0.97)
H (0.84, 3.67, -1.55)
H (3.75, 5.82, 0.82)
H (2.41, 3.86, -3.50)
H (5.25, 5.87, -1.19)
H (-2.00, 4.31, 0.68)
H (-0.05, 3.38, 4.38)
H (-2.99, 1.92, 0.60)
H (-0.99, 0.97, 4.29)
C (1.53, -2.20, 1.21)
C (2.76, -2.49, 0.36)
H (0.76, -2.97, 1.06)
H (1.79, -2.24, 2.28)
H (3.10, -3.51, 0.57)
H (2.57, -2.44, -0.72)
H (3.60, -1.83, 0.61)
C (1.11, 0.05, -0.72)
C (2.53, 0.54, -1.00)
H (0.40, 0.86, -0.90)
H (0.84, -0.76, -1.42)
H (2.62, 0.79, -2.07)
H (2.76, 1.47, -0.46)
H (3.29, -0.21, -0.78)
C (1.64, 0.63, 2.01)
C (3.14, 0.40, 2.15)
H (1.16, 0.63, 3.00)
H (1.42, 1.63, 1.60)
H (3.55, 1.18, 2.79)
H (3.37, -0.57, 2.59)
H (3.65, 0.48, 1.19)
Br (-3.65, -1.75, 2.08)
P (-2.13, -2.35, -0.64)
C (-0.80, -2.88, -1.77)
C (-1.01, -4.18, -2.55)
H (0.10, -2.96, -1.14)
H (-0.64, -2.04, -2.46)
H (-0.09, -4.43, -3.08)
H (-1.23, -5.03, -1.90)
H (-1.82, -4.08, -3.28)
C (-3.10, -3.87, -0.30)
C (-4.52, -3.88, -0.83)
H (-3.07, -3.96, 0.80)
H (-2.56, -4.76, -0.69)
H (-5.17, -4.51, -0.20)
H (-4.97, -2.88, -0.87)
H (-4.56, -4.32, -1.85)
C (-3.16, -1.14, -1.62)
C (-3.52, -1.52, -3.05)
H (-2.58, -0.20, -1.60)
H (-4.06, -0.95, -1.01)
H (-4.05, -0.67, -3.51)
H (-2.64, -1.72, -3.68)
H (-4.19, -2.39, -3.10)
O (-0.83, -2.62, 3.79)
C (-1.03, -1.81, 2.97)

HOMO level (spin up / spin down): -20.82 / -20.81 eV
spin multiplicity: 4
orbital gap (spin up / spin down): 5.570 / 4.755 eV
charge: +4



# 5
# C26H38Cl2LuN6O2S4

C26H38Cl2LuN6O2S4 as an isolated structure at a distorted geometry (ωB97M-V/def2-TZVPD, the OMol25 dataset).

Cartesian coordinates (Å):
Lu (0.76, -0.67, 0.54)
C (1.92, -3.13, -1.94)
C (0.93, -3.80, -1.03)
C (0.83, -5.20, -1.08)
C (0.08, -5.85, -0.14)
C (-0.64, -5.10, 0.81)
C (-1.36, -5.73, 1.85)
C (-2.07, -4.97, 2.74)
C (-2.12, -3.58, 2.58)
C (-1.44, -2.93, 1.58)
S (-1.65, -1.20, 1.36)
C (-0.61, -3.69, 0.70)
N (0.23, -3.06, -0.19)
H (2.86, -3.68, -1.92)
H (2.12, -2.11, -1.63)
H (1.56, -3.13, -2.97)
H (1.38, -5.75, -1.83)
H (0.02, -6.93, -0.11)
H (-1.33, -6.81, 1.92)
H (-2.60, -5.43, 3.56)
H (-2.73, -2.98, 3.25)
S (1.96, 0.14, 3.22)
C (3.15, 1.32, 3.10)
N (4.27, 1.25, 3.82)
C (5.17, 2.39, 3.79)
C (4.86, 3.13, 2.50)
S (3.10, 2.77, 2.16)
H (4.37, 0.53, 4.52)
H (6.20, 2.05, 3.81)
H (4.99, 3.03, 4.67)
H (5.42, 2.73, 1.66)
H (4.99, 4.20, 2.58)
C (-4.85, 1.06, 1.32)
C (-4.04, 2.30, 1.02)
N (-2.62, 1.97, 1.17)
C (-1.53, 2.73, 1.06)
S (0.03, 2.02, 1.32)
N (-1.53, 4.03, 0.78)
C (-2.58, 4.97, 0.38)
C (-2.28, 5.55, -0.99)
H (-5.92, 1.27, 1.23)
H (-4.66, 0.70, 2.33)
H (-4.60, 0.25, 0.63)
H (-4.31, 3.10, 1.71)
H (-4.24, 2.63, 0.00)
H (-2.44, 1.04, 1.50)
H (-0.60, 4.42, 0.76)
H (-2.63, 5.77, 1.13)
H (-3.54, 4.47, 0.37)
H (-1.32, 6.08, -0.98)
H (-3.05, 6.27, -1.27)
H (-2.24, 4.76, -1.74)
C (-0.85, 1.25, -1.83)
C (-1.28, 1.69, -3.25)
N (-1.14, 0.57, -4.18)
C (0.28, 0.27, -4.32)
C (0.93, 0.09, -2.93)
N (-0.13, -0.05, -1.89)
C (-1.12, -1.07, -2.34)
C (-1.82, -0.59, -3.64)
H (-1.71, 1.11, -1.19)
H (-0.19, 1.99, -1.39)
H (-0.67, 2.51, -3.62)
H (-2.33, 2.01, -3.26)
H (0.76, 1.08, -4.87)
H (0.37, -0.64, -4.92)
H (1.54, 0.95, -2.65)
H (1.56, -0.79, -2.92)
H (-1.83, -1.23, -1.54)
H (-0.58, -2.00, -2.52)
H (-2.86, -0.32, -3.45)
H (-1.82, -1.38, -4.39)
Cl (2.54, -2.55, 1.60)
C (4.04, -1.71, 1.13)
Cl (4.95, -2.71, -0.01)
C (3.75, -0.34, 0.43)
O (4.64, 0.47, 0.49)
O (2.61, -0.25, -0.16)
H (4.65, -1.57, 2.01)

HOMO level: -10.02 eV
orbital gap: 7.696 eV
charge: +1
energy above the lowest of the compared OMol25 structures with the same formula, charge and spin: 18.25 kcal per mole